ORCA calculation (ωB97M-V/def2-TZVPD) on a structure of composition C40H105F6N10O14S2Ti at a distorted geometry.

```
178
Properties=species:S:1:pos:R:3:forces:R:3:lowdin_charge:R:1
Ti -0.459 -2.169 -1.731 -0.604 -0.871 -0.437 0.608
C -2.126 -0.972 1.334 1.535 1.357 -1.283 -0.669
F -0.955 -1.424 1.755 0.376 -0.270 0.122 0.136
F -2.820 -1.970 0.844 -0.701 -0.535 0.902 0.141
F -2.655 -0.300 2.354 -0.690 -0.642 -0.026 0.130
S -1.950 0.261 -0.104 0.634 -1.037 -0.924 0.664
O -2.904 -0.183 -1.072 -0.687 -0.182 -0.209 -0.319
O -2.174 1.554 0.462 0.568 0.216 0.179 -0.283
N -0.410 -0.151 -0.830 -1.837 0.967 1.928 -0.396
S 0.431 1.189 -0.763 1.714 1.089 -0.669 0.533
O 0.078 2.097 -1.819 -0.080 0.011 -0.376 -0.281
O 0.663 1.771 0.523 -0.023 -0.266 0.606 -0.283
C 2.137 0.597 -1.260 -1.146 -0.245 -1.061 -0.677
F 2.899 1.639 -1.532 0.248 0.278 0.403 0.160
F 2.690 -0.178 -0.356 0.544 -0.185 0.938 0.140
F 2.080 -0.138 -2.395 0.015 0.039 -0.202 0.078
C -2.321 0.466 -4.293 0.964 1.439 -0.428 -0.040
C -1.034 -0.050 -4.901 -0.481 -1.551 -0.147 -0.410
C -0.207 0.989 -5.586 0.875 0.715 -0.377 -0.205
O 0.759 0.297 -6.369 -0.049 -0.241 -0.319 -0.199
C 1.653 1.171 -7.028 0.102 -0.104 0.440 -0.099
N -0.210 -0.854 -3.952 -0.183 0.857 0.182 0.036
H -2.127 1.437 -3.821 0.029 -0.318 0.617 0.080
H -2.706 -0.251 -3.585 -0.481 0.075 0.020 0.045
H -2.963 0.774 -5.121 -0.490 -0.619 0.157 0.091
H -1.333 -0.769 -5.676 0.141 0.092 -0.089 0.139
H 0.336 1.640 -4.879 -0.295 -0.120 0.197 0.137
H -0.783 1.659 -6.243 -0.211 -0.214 0.106 0.134
H 1.097 2.016 -7.445 0.247 0.124 -0.009 0.088
H 2.173 0.646 -7.827 -0.237 -0.190 -0.051 0.086
H 2.429 1.492 -6.319 -0.160 0.372 -0.096 0.080
H -0.094 -0.260 -3.127 0.199 0.136 -0.258 0.013
H 0.704 -0.885 -4.403 -0.046 -0.292 0.316 0.072
C 1.409 -3.113 2.852 0.566 -0.295 0.079 -0.056
C 2.590 -2.189 2.542 -0.684 -1.861 -0.021 -0.402
C 3.381 -1.953 3.815 -0.574 0.935 0.506 -0.216
O 4.349 -0.943 3.701 0.731 0.319 -0.926 -0.179
C 3.820 0.366 3.571 -0.221 0.097 1.056 -0.083
N 3.409 -2.926 1.527 1.052 1.989 0.076 0.045
H 0.615 -2.542 3.324 -0.049 -0.425 0.431 0.053
H 1.826 -3.947 3.432 -0.544 0.220 0.501 0.093
H 1.016 -3.613 1.967 -0.036 0.498 -0.273 0.049
H 2.148 -1.260 2.175 0.555 0.009 -0.449 0.125
H 3.923 -2.839 4.148 -0.136 -0.195 -0.179 0.135
H 2.682 -1.674 4.620 0.021 -0.202 0.007 0.103
H 3.101 0.523 2.763 -0.007 -0.292 -0.019 0.080
H 4.624 1.086 3.433 0.225 -0.275 -0.038 0.091
H 3.347 0.596 4.541 -0.197 0.271 -0.329 0.088
H 4.086 -3.485 2.055 -0.456 -0.304 -0.052 0.085
H 4.055 -2.181 1.217 -0.192 -0.438 -0.408 0.084
C -2.949 -4.410 -4.152 0.006 0.260 0.626 -0.036
C -3.450 -3.085 -3.609 0.079 0.269 0.307 -0.390
C -4.951 -2.948 -3.354 0.120 -0.318 -0.810 -0.190
O -5.341 -3.705 -2.224 0.909 0.512 0.149 -0.170
C -6.669 -3.497 -1.917 -2.410 -0.930 -0.736 -0.140
N -2.739 -2.803 -2.334 0.024 0.706 -0.793 0.020
H -3.188 -5.154 -3.387 0.165 -0.292 -0.248 0.080
H -1.868 -4.293 -4.234 0.044 -0.321 -0.050 0.075
H -3.351 -4.718 -5.112 -0.205 0.117 -0.034 0.080
H -3.192 -2.267 -4.287 0.061 -0.141 -0.139 0.123
H -5.506 -3.302 -4.241 -0.003 0.083 0.156 0.133
H -5.167 -1.874 -3.246 -0.156 -0.153 0.335 0.133
H -7.288 -3.779 -2.794 0.115 0.257 -0.025 0.091
H -7.024 -2.500 -1.640 0.780 0.273 0.118 0.086
H -7.053 -4.201 -1.176 0.674 0.061 0.365 0.089
H -3.077 -3.482 -1.666 -0.178 0.189 0.139 0.044
H -3.102 -1.886 -2.064 0.133 -0.262 0.596 0.039
C 2.785 -5.080 -1.446 -0.897 -0.578 0.784 -0.041
C 1.456 -4.293 -1.499 1.161 -0.834 -0.510 -0.422
C 0.438 -5.024 -0.638 0.477 -0.671 -0.887 -0.200
O -0.844 -4.494 -0.911 0.413 0.961 0.840 -0.248
C -1.901 -5.181 -0.266 0.465 -1.147 0.062 -0.071
N 1.682 -2.908 -1.088 0.265 0.217 0.404 0.003
H 2.695 -6.107 -1.811 0.031 0.267 -0.635 0.082
H 2.998 -5.267 -0.387 0.455 0.534 -0.033 0.077
H 3.567 -4.508 -1.933 0.239 -0.206 -0.014 0.066
H 1.099 -4.307 -2.540 -0.135 0.137 0.158 0.140
H 0.762 -5.065 0.409 -0.484 0.570 0.147 0.123
H 0.469 -6.078 -0.955 -0.140 0.053 -0.087 0.138
H -2.099 -6.082 -0.859 -0.514 0.201 -0.063 0.103
H -2.765 -4.543 -0.134 -0.093 0.052 -0.175 0.079
H -1.617 -5.580 0.716 0.191 0.440 0.079 0.100
H 2.305 -2.423 -1.734 -0.332 -0.267 -0.346 0.065
H 2.291 -2.950 -0.254 -0.671 0.136 0.246 0.053
C 9.236 -2.716 -1.643 -0.161 1.115 0.460 -0.058
C 7.879 -2.707 -2.348 0.776 0.466 -2.358 -0.406
C 7.467 -1.276 -2.702 -1.663 0.702 2.329 -0.211
O 6.206 -1.163 -3.365 0.744 -0.195 -0.601 -0.196
C 5.079 -1.460 -2.586 -0.608 -0.626 -1.399 -0.121
N 8.039 -3.454 -3.648 -0.683 0.030 0.564 0.027
H 9.986 -3.172 -2.280 -0.060 -0.594 0.294 0.073
H 9.158 -3.103 -0.629 0.302 -0.552 -0.185 0.073
H 9.626 -1.698 -1.484 -0.318 0.030 -0.118 0.073
H 7.066 -3.146 -1.775 0.203 -0.271 0.099 0.121
H 8.190 -0.668 -3.242 0.157 -0.409 -0.293 0.129
H 7.284 -0.764 -1.729 0.550 0.053 -0.206 0.127
H 5.028 -2.526 -2.318 0.392 0.252 0.813 0.073
H 4.249 -1.429 -3.304 -0.043 0.554 0.215 0.089
H 4.907 -0.735 -1.788 0.128 -0.277 0.278 0.087
H 8.517 -2.815 -4.282 0.158 -0.181 0.068 0.070
H 7.111 -3.530 -4.066 0.138 -0.092 0.041 0.061
C -6.855 -0.978 3.875 -0.533 -1.104 -0.252 -0.059
C -6.715 -1.311 2.378 0.690 0.852 0.557 -0.413
C -7.461 -0.291 1.532 -0.888 -0.406 -1.167 -0.232
O -7.167 1.068 1.674 0.258 0.300 0.236 -0.163
C -6.051 1.557 0.958 0.567 0.133 0.218 -0.098
N -5.309 -1.429 1.979 -0.274 -0.531 -0.455 0.047
H -6.367 -1.760 4.466 0.172 0.113 -0.047 0.070
H -7.915 -1.060 4.138 0.099 0.508 0.174 0.078
H -6.420 -0.018 4.134 -0.171 0.157 -0.063 0.078
H -7.218 -2.257 2.156 0.163 -0.070 0.090 0.136
H -8.532 -0.404 1.735 0.078 0.175 0.417 0.125
H -7.421 -0.552 0.462 0.497 -0.161 0.086 0.117
H -6.064 2.643 1.051 -0.080 -0.036 0.014 0.095
H -6.019 1.314 -0.110 -0.446 -0.272 0.097 0.079
H -5.095 1.209 1.373 -0.124 0.043 0.014 0.071
H -4.881 -2.242 2.406 -0.107 0.016 0.020 0.070
H -4.743 -0.640 2.249 -0.293 0.211 0.177 0.034
C 2.025 5.793 2.958 -0.667 1.430 0.173 -0.069
C 0.630 5.753 3.581 -0.212 -1.809 1.005 -0.398
C -0.403 5.348 2.546 0.364 0.608 -1.131 -0.208
O -1.742 5.723 2.812 0.205 -0.109 0.287 -0.201
C -2.525 4.794 3.516 -0.473 -0.366 0.209 -0.103
N 0.652 4.711 4.676 0.350 0.748 0.098 0.033
H 2.253 4.881 2.427 0.119 -0.231 -0.048 0.075
H 2.760 6.022 3.730 0.075 -0.336 -0.035 0.073
H 2.027 6.659 2.280 0.243 -0.311 -0.184 0.080
H 0.353 6.710 4.037 0.047 0.092 -0.385 0.139
H -0.311 4.299 2.246 -0.080 -0.283 0.466 0.137
H -0.134 5.869 1.618 -0.155 0.175 0.113 0.107
H -3.504 5.247 3.681 0.124 0.146 0.061 0.092
H -2.099 4.530 4.489 -0.081 0.111 -0.026 0.071
H -2.725 3.858 2.971 0.375 0.139 -0.188 0.091
H -0.186 4.155 4.729 -0.168 0.048 -0.210 0.027
H 0.727 5.188 5.570 0.096 -0.218 -0.048 0.064
C -0.920 0.055 5.815 0.074 0.165 0.459 -0.045
C 0.407 -0.682 5.970 -1.044 -1.078 -0.163 -0.430
C 1.231 -0.192 7.136 1.109 -0.474 -0.986 -0.246
O 0.623 -0.468 8.355 -0.952 0.217 0.172 -0.179
C 1.470 -0.227 9.445 0.158 -0.102 0.211 -0.105
N 0.151 -2.128 6.137 0.475 -0.035 0.530 0.040
H -1.594 -0.322 6.588 -0.105 -0.023 -0.135 0.081
H -1.350 -0.131 4.832 -0.101 0.093 -0.007 0.061
H -0.840 1.124 6.009 0.102 0.184 -0.326 0.073
H 1.006 -0.628 5.060 0.076 0.557 0.031 0.104
H 1.450 0.870 6.941 -0.069 0.054 0.524 0.133
H 2.184 -0.748 7.104 0.059 0.202 -0.067 0.126
H 1.916 0.769 9.354 0.186 -0.071 0.148 0.091
H 2.238 -1.008 9.514 0.189 0.221 -0.149 0.093
H 0.900 -0.280 10.370 -0.221 0.087 -0.105 0.087
H -0.451 -2.515 5.422 -0.046 0.226 -0.068 0.058
H -0.315 -2.252 7.032 0.032 -0.135 -0.103 0.068
C -0.889 6.334 -1.208 0.188 0.075 -0.702 -0.070
C -2.374 6.039 -1.166 -0.338 0.372 0.248 -0.435
C -2.655 4.606 -1.557 -0.257 -0.648 -0.921 -0.210
O -4.065 4.412 -1.560 -0.431 0.230 0.543 -0.205
C -4.536 3.077 -1.755 1.989 0.821 -0.311 -0.080
N -2.960 6.356 0.159 0.436 -0.887 0.195 0.063
H -0.697 7.335 -0.818 0.109 -0.189 0.401 0.082
H -0.521 6.374 -2.239 -0.177 -0.133 -0.020 0.077
H -0.304 5.546 -0.729 0.012 0.235 0.346 0.072
H -2.871 6.695 -1.890 -0.019 -0.123 -0.033 0.132
H -2.129 3.914 -0.884 -0.222 -0.035 0.125 0.115
H -2.308 4.378 -2.584 0.262 0.199 0.206 0.132
H -4.289 2.786 -2.789 -0.520 -0.122 0.009 0.085
H -5.594 3.093 -1.538 -0.090 -0.259 -0.047 0.080
H -3.925 2.421 -1.126 -0.589 -0.237 0.214 0.059
H -2.277 6.186 0.911 -0.243 0.288 -0.508 0.037
H -3.642 5.613 0.329 -0.229 0.481 -0.041 0.062
C 5.992 3.220 -5.113 0.208 -0.561 0.027 -0.090
C 4.840 3.452 -4.137 0.171 0.562 -1.429 -0.305
O 4.805 4.846 -3.829 -0.095 -0.179 0.782 -0.084
H 6.920 3.069 -4.560 0.074 0.057 -0.101 0.069
H 6.134 4.075 -5.771 -0.131 0.113 0.043 0.069
H 5.837 2.348 -5.756 -0.015 -0.059 0.188 0.067
H 4.975 2.847 -3.247 -0.136 0.234 0.285 0.101
H 3.900 3.181 -4.626 -0.080 -0.210 0.234 0.097
H 4.257 5.281 -4.484 -0.011 0.013 -0.014 0.079
```
Positions in Å, forces in eV/Å.

Output
multiplicity	4
E_LUMO (spin up / spin down)	0.1 / 0.1	eV
charge	0
E_tot	-5432.694059	Ha
HOMO level (spin up / spin down)	-4.727 / -8.357	eV